[1]
Here is a molecular structure, CH3Br3Ca2F2O4PRb at a distorted geometry from OMol25. Energies are from ωB97M-V with the def2-TZVPD basis set.

Each line ends with the Mulliken charge.
Cartesian coordinates (Å):
Rb 1.60590 -0.46832 -2.46740  0.9156
Ca -0.25198 -0.37214 1.96647  1.5964
Ca 3.17185 -0.55719 1.18352  1.5543
O 1.76939 0.29602 2.83892  -0.8754
H 1.63096 0.56625 3.75624  0.1682
O 1.21945 -1.21849 0.37410  -0.6365
H 0.76135 -1.98698 0.01961  0.0248
O 2.53800 1.38774 0.20315  -0.6604
P 1.19301 2.00777 0.04956  0.8458
O -0.01263 1.42011 0.69361  -0.5908
F 0.94125 1.96159 -1.48606  -0.2281
F 1.13047 3.46032 0.38071  -0.1319
C -3.20415 -1.29630 -1.38746  -0.3230
Br -4.52506 -1.95202 -2.57563  0.0624
Br -2.76302 0.54087 -1.70188  0.0151
Br -1.59670 -2.39412 -1.45585  -0.1120
H -3.60809 -1.39511 -0.39161  0.3755

Strongest force on any atom = 1.98 eV Å⁻¹
Frontier orbital gap = 8.484 eV
E = -271655.9455 eV
Total charge = +2


[2]
Here is a molecular structure, CH3Br3Ca2O2 at a distorted geometry from OMol25. Energies are from ωB97M-V with the def2-TZVPD basis set.

Each line ends with the natural charge from an NBO analysis.
Cartesian coordinates (Å):
Ca -0.06461 2.98198 -1.96023  1.9123
Ca 1.70057 1.95742 0.98928  1.9048
O 0.34801 3.61470 0.31010  -1.3882
H 0.84894 4.43837 0.32816  0.4781
O 1.36954 1.38426 -1.18268  -1.4140
H 1.18160 0.47814 -1.44609  0.4993
C -1.15826 -2.87374 0.69946  -0.4835
Br -0.04356 -3.76402 1.99411  0.1471
Br -2.37499 -4.08259 -0.18486  0.1527
Br -0.01989 -2.02550 -0.67725  -0.0299
H -1.78734 -2.10902 1.13000  0.2212

Strongest force on any atom = 1.61 eV Å⁻¹
Frontier orbital gap = 6.564 eV
E = -252172.7263 eV
Total charge = +2


[3]
Here is 2 unconnected molecules or ions with the total composition CH3Br3OSi at a distorted geometry from OMol25. Energies are from ωB97M-V with the def2-TZVPD basis set.

Each line ends with the natural charge from an NBO analysis.
Cartesian coordinates (Å):
C 0.31257 -0.44500 0.17559  -0.2172
O 0.50810 0.64728 1.14803  -0.9566
Si 1.46512 1.06547 2.37229  1.2529
Br 2.06446 -0.98639 -2.86874  -0.0056
Br 2.26964 3.11579 2.09674  -0.3271
Br 0.42352 1.30613 4.31602  -0.3251
H 1.13348 -1.06485 0.12422  0.1861
H 0.22272 0.04178 -0.84228  0.1887
H -0.64945 -0.96182 0.45005  0.2039

Strongest force on any atom = 3.69 eV Å⁻¹
Frontier orbital gap (spin up / spin down) = 8.775 / 4.157 eV
E = -221138.6271 eV


[4]
Here is 2 unconnected molecules or ions with the total composition CH3BrClN at a distorted geometry from OMol25. Energies are from ωB97M-V with the def2-TZVPD basis set.

Each line ends with the natural charge from an NBO analysis.
Cartesian coordinates (Å):
C -1.33796 0.03186 -0.27144  0.1414
N -1.00949 -1.10638 0.18767  -0.5812
Cl -1.12349 1.66706 0.49679  -0.0881
Br 2.23175 0.39845 0.24928  -0.1765
H -1.60229 0.00867 -1.24633  0.1777
H -0.44347 -1.05786 1.02552  0.3526
H 3.28496 0.05820 -0.44150  0.1741

Strongest force on any atom = 4.15 eV Å⁻¹
Structure (SMILES) = [H]/N=C\Cl.Br
Frontier orbital gap = 11.580 eV
E = -85139.6303 eV


[5]
Here is 2 unconnected molecules or ions with the total composition CH3BrFOP at a distorted geometry from OMol25. Energies are from ωB97M-V with the def2-TZVPD basis set.

Each line ends with the natural charge from an NBO analysis.
Cartesian coordinates (Å):
C 0.73041 0.20305 -0.12440  -0.9927
O -1.02979 0.54287 2.02479  -0.9721
F 0.64542 -2.60635 -1.03695  -0.1503
P -0.94149 0.00493 0.69900  1.5411
Br -2.58005 0.84082 -0.67536  -0.2385
H 0.80468 1.10601 -0.68770  0.2570
H 1.52076 0.31669 0.77033  0.2800
H 0.85006 -0.40802 -0.96972  0.2755

Strongest force on any atom = 3.57 eV Å⁻¹
Frontier orbital gap (spin up / spin down) = 8.940 / 4.560 eV
E = -85178.2568 eV


[6]
Here is a single CH3BrO molecule at a distorted geometry from OMol25. Energies are from ωB97M-V with the def2-TZVPD basis set.

Each line ends with the natural charge from an NBO analysis.
Cartesian coordinates (Å):
C -0.46358 -0.00172 0.14824  -0.2628
O 0.74650 0.65723 0.38235  -0.5135
Br 2.10979 -0.15019 -0.84036  0.2217
H -1.17578 0.38454 0.87985  0.2032
H -0.37202 -1.08422 0.28981  0.1769
H -0.84491 0.19437 -0.85989  0.1745

Strongest force on any atom = 2.73 eV Å⁻¹
Structure (SMILES) = COBr
Frontier orbital gap = 9.004 eV
E = -73173.4836 eV